No. 1
Molecular formula: C3H8N2O2
Method: DFT, the ωB97M-V functional and the def2-TZVPD basis

Atoms and positions in Å:
1 O 0.8961 1.4080 -4.1900
2 O 2.7535 -0.2773 -0.1443
3 N -1.4869 0.2805 2.0147
4 N -0.1808 -1.1403 0.9512
5 C -1.7942 0.4125 0.6843
6 C -0.9638 -0.4769 0.0369
7 C -0.4998 -0.6257 2.1189
8 H 1.8210 -0.5386 -0.0447
9 H 0.9469 0.6371 -4.7685
10 H -1.7030 0.9563 2.7675
11 H -0.1013 -0.8338 3.1031
12 H -2.7259 0.8432 0.3692
13 H -0.6239 -0.3627 -0.9885
14 H 1.7171 1.8743 -4.3947
15 H 3.2129 -0.8503 0.4777

Forces on atoms 1 to 2 (eV/Å):
O 0.2673 -0.0183 -0.3970
O -0.1045 -0.1359 -0.1173

* <S²>: 0.75
* 2S+1: 2
* DFT total energy: -10314.271 eV
* energy relative to the best compared isomer or geometry (same formula, charge and spin): 154.1 kJ/mol
* charge: -1



No. 2
Molecular formula: C51H43ClLuN10O8PS4
Method: DFT, the ωB97M-V functional and the def2-TZVPD basis

Atoms and positions in Å:
1 Lu -0.2060 0.1288 -0.7094
2 Cl -5.1628 6.1390 1.5670
3 S -2.4969 -1.4456 -3.3492
4 S -2.8797 -0.2165 0.0121
5 S 1.6496 -4.5505 4.7525
6 S -2.2169 -3.7790 5.7201
7 P -1.3282 2.0168 -3.5022
8 O -2.8277 2.3386 -3.3047
9 O -0.5653 3.4377 -3.4227
10 O -2.2623 -2.6263 6.5794
11 O -3.3755 -3.9362 4.8440
12 O -0.9481 1.2737 -2.1608
13 O 1.0573 3.6582 0.1832
14 O -0.9261 1.2077 -4.6968
15 O -0.2480 1.9154 0.4251
16 N -6.0321 -0.9573 -4.0105
17 N 0.3668 -0.5431 2.0157
18 N -0.2095 -2.3857 -0.7389
19 N -0.8596 -3.5944 4.7665
20 N 2.1300 0.0867 0.0618
21 N 8.9491 1.6520 1.5963
22 N 1.5816 -0.4736 -2.6251
23 N 0.6763 0.2064 4.6102
24 N -6.4747 0.1557 -0.4500
25 N 3.2865 -1.9759 -3.9848
26 C -1.0034 -6.9984 0.4643
27 C -0.0852 3.2195 0.3933
28 C -2.3749 -6.0999 7.4865
29 C -4.0350 2.2860 -5.3782
30 C -3.8962 -0.9675 -2.5113
31 C -1.2861 4.0480 0.7127
32 C 0.6935 5.3525 -3.8530
33 C 0.5161 -6.1302 2.1648
34 C 2.0927 -1.7182 -4.4787
35 C -0.4532 -7.5231 7.5698
36 C -0.5292 -5.6123 6.0499
37 C -4.0708 -0.5094 -1.2052
38 C 3.8720 0.5382 1.7165
39 C 1.1410 -0.9358 -3.8212
40 C -3.7569 3.1134 -4.1582
41 C 0.1774 -6.7299 6.6146
42 C 8.0640 1.6218 2.6066
43 C 8.5648 1.1744 0.4246
44 C -0.9834 -5.7565 -0.1433
45 C -3.4864 4.1466 1.6760
46 C -0.1762 -4.6991 0.3702
47 C 0.6265 3.8339 -4.0694
48 C -2.2723 3.4436 1.4165
49 C 3.7451 -1.3132 -2.9950
50 C 6.7129 1.2983 2.3639
51 C 1.5612 0.5961 3.7219
52 C -1.4328 5.4033 0.2390
53 C 1.7971 3.1328 -3.3520
54 C 6.2644 0.9234 1.1147
55 C -3.1159 4.4512 -4.3656
56 C 7.2380 0.9496 0.0803
57 C -3.6476 5.4101 1.1802
58 C 2.8076 -0.6227 -2.2058
59 C 1.5117 0.1270 2.3747
60 C -4.9787 3.3211 -3.3519
61 C 0.6144 -4.9389 1.4637
62 C 4.9091 0.4867 0.7527
63 C -5.1292 -1.1089 -3.2645
64 C 0.5874 3.6316 -5.5808
65 C -5.3623 -0.2288 -0.7598
66 C 2.5329 0.3007 1.3365
67 C -0.2667 -3.4277 -0.2226
68 C -0.2420 -7.1814 1.6699
69 C -1.6906 -7.1452 8.0766
70 C 3.1740 -0.0598 -0.8784
71 C 4.5389 0.0083 -0.5146
72 C -0.4228 -1.0610 2.9962
73 C 0.0260 -4.5231 5.1401
74 C -0.2410 -0.7012 4.3170
75 C -1.7651 -5.3304 6.5118
76 C -2.5872 6.0798 0.5274
77 H 8.3734 1.7831 3.6539
78 H 1.8555 3.3058 -2.2389
79 H -0.7410 -1.1325 5.1530
80 H 1.1184 -6.2229 3.0887
81 H 1.8041 -2.2418 -5.3873
82 H -0.1999 5.8030 -4.2906
83 H 5.3039 -0.1616 -1.2152
84 H 1.1993 -6.8390 6.2550
85 H 1.5233 5.8153 -4.4196
86 H -3.8058 5.1948 -4.7256
87 H 0.4077 2.5360 -5.7848
88 H 1.2872 -4.1858 1.8962
89 H 2.3487 1.2716 4.0931
90 H 1.6277 2.0716 -3.5557
91 H -1.5412 -5.4430 -1.0506
92 H -0.5642 5.8355 -0.2783
93 H -4.2857 3.6657 2.1978
94 H 1.5267 3.9328 -5.9702
95 H -3.4797 -6.1026 7.4809
96 H -0.2212 4.1951 -6.0348
97 H -4.9433 4.0266 -2.4491
98 H 0.1629 -0.5777 -4.2594
99 H -2.7154 4.8085 -3.4133
100 H -1.0998 -1.8451 2.7293
101 H 4.1278 0.7383 2.8076
102 H -2.1441 -7.7211 8.8763
103 H -1.7750 -7.7173 0.1891
104 H -2.8411 7.0857 0.3004
105 H -2.3460 4.2807 -5.0759
106 H 4.7761 -1.5039 -2.7211
107 H 0.7523 5.6225 -2.7793
108 H -3.0856 1.9938 -5.8297
109 H -2.2035 2.4028 1.7565
110 H 6.0766 1.2752 3.2666
111 H -4.5089 1.3237 -5.0657
112 H -0.3246 -8.1509 2.2157
113 H 0.0616 -8.3747 7.9986
114 H -4.6799 2.8290 -6.0613
115 H 9.3798 1.0586 -0.2871
116 H 2.7248 3.3670 -3.8235
117 H -5.3504 2.3843 -2.9499
118 H -5.7624 3.7052 -3.9797
119 H 7.0254 0.6003 -0.9141

Forces on atoms 1 to 2 (eV/Å):
Lu -1.7030 -0.5162 0.3537
Cl -0.3125 0.7842 -0.2436

* 2S+1: 1
* DFT total energy: -183646.715 eV
* charge: -2



No. 3
Molecular formula: C5H9N2P
Method: DFT, the ωB97M-V functional and the def2-TZVPD basis

Atoms and positions in Å:
1 P -4.9874 0.1746 0.2012
2 N -2.4418 -0.2476 -0.2460
3 N -1.2669 0.0492 -0.0630
4 C 1.2529 -0.1217 0.4054
5 C -3.4304 0.6837 -0.1431
6 C -0.1831 -0.1738 0.3358
7 C 2.0865 -1.3196 -0.1203
8 C 1.9775 1.1293 -0.1547
9 H 2.9031 1.2957 0.4196
10 H 1.5223 -2.2310 -0.4625
11 H 1.4126 2.0795 -0.0705
12 H 2.3778 0.9817 -1.2700
13 H -3.4169 1.8259 -0.2218
14 H 2.6969 -1.0184 -0.9884
15 H -4.7472 -1.2066 0.1241
16 H 1.4932 -0.1430 1.5342
17 H 2.7510 -1.7579 0.7199

Forces on atoms 1 to 2 (eV/Å):
P -0.9275 0.4579 -0.1685
N -2.2404 0.1806 -1.1924

* 2S+1: 1
* DFT total energy: -17594.780 eV
* energy relative to the best compared isomer or geometry (same formula, charge and spin): 414.9 kJ/mol



No. 4
Molecular formula: H25O13
Method: DFT, the ωB97M-V functional and the def2-TZVPD basis

Atoms and positions in Å:
1 O 0.5217 -1.0297 3.4414
2 O -1.8819 -1.7472 -0.9778
3 O 2.5807 2.0298 -1.8521
4 O -0.9000 1.9745 3.5679
5 O 0.5163 -0.2114 -3.6877
6 O -2.7382 0.4058 -2.6632
7 O 1.5267 -2.1347 -0.8951
8 O -1.9678 2.8115 0.6699
9 O 1.1883 1.6185 1.8568
10 O -1.4718 -4.3690 -0.0704
11 O 3.2275 -0.3939 0.1844
12 O 0.0082 1.4610 -0.8604
13 O -0.1310 -0.4034 0.6116
14 H -0.7762 -3.7275 0.1491
15 H 3.1477 0.1278 -0.6227
16 H -1.4473 -4.0688 -0.9936
17 H -0.7174 1.6970 -1.4221
18 H -2.5613 2.2179 1.1490
19 H -0.8327 -0.5998 1.2392
20 H -1.3969 2.7419 3.2674
21 H 2.3559 -1.6182 -0.8214
22 H 1.5408 -2.7962 -0.2008
23 H 0.5633 -1.0868 -3.2900
24 H 1.9517 2.6148 -2.2815
25 H -0.9688 -1.7335 -0.6098
26 H -1.1697 2.2564 0.6894
27 H 0.5539 -0.8421 2.4970
28 H -0.1792 1.9257 2.9022
29 H -0.0101 0.3066 -3.0666
30 H 0.9162 1.0568 1.0986
31 H -3.2388 -0.2700 -2.1925
32 H -2.2090 -1.3296 -0.1683
33 H -1.9577 -0.1123 -2.8961
34 H 2.6849 -0.0240 0.8805
35 H -0.2881 0.6610 -0.1677
36 H -0.0303 -0.4273 3.9450
37 H 2.0587 1.7538 -1.0853
38 H 1.5317 1.2646 2.6756

Forces on atoms 1 to 2 (eV/Å):
O 0.6912 -0.7967 0.8262
O 0.4962 -0.0474 0.7937

* 2S+1: 1
* DFT total energy: -27025.246 eV
* energy relative to the best compared isomer or geometry (same formula, charge and spin): 205.5 kJ/mol
* charge: -1



No. 5
Molecular formula: C5H12O3
Method: DFT, the ωB97M-V functional and the def2-TZVPD basis

Atoms and positions in Å:
1 O -1.1503 2.2767 -3.0679
2 O 1.0176 2.4855 -1.4516
3 O 2.2216 -2.6883 -0.2475
4 C -0.6506 -1.7189 2.5416
5 C -0.3772 1.1205 -0.0609
6 C -0.7249 -0.3382 1.9068
7 C 0.7471 1.3660 -0.7310
8 C -0.6274 -0.1894 0.5959
9 H -0.4996 -2.4575 1.7472
10 H -1.5556 -1.9551 3.0971
11 H 1.5181 0.6144 -0.8671
12 H 0.2824 -1.8376 3.0951
13 H 2.2018 -1.7273 -0.1360
14 H 1.7737 -2.7164 -1.1072
15 H -1.1550 1.8792 -0.1307
16 H -0.7325 -1.0349 -0.0766
17 H -0.7758 0.4121 2.6844
18 H -1.4203 1.4367 -2.6722
19 H -0.2958 2.1020 -3.4764
20 H 0.2026 2.9703 -1.6429

Forces on atoms 1 to 2 (eV/Å):
O -0.2850 -0.0083 -0.0854
O 0.4712 0.0432 0.0959

* 2S+1: 1
* DFT total energy: -11520.388 eV
* structure (SMILES): C/C=C/C=C/O.O.O
* energy relative to the best compared isomer or geometry (same formula, charge and spin): 229.4 kJ/mol



No. 6
Molecular formula: C3H5N2P
Method: DFT, the ωB97M-V functional and the def2-TZVPD basis

Atoms and positions in Å:
1 P 0.1089 0.2269 1.1670
2 N 1.3989 0.3179 -1.2292
3 N -0.3357 1.9122 -1.1877
4 C -1.3415 -0.9314 1.1921
5 C 1.0999 -0.4135 -0.2446
6 C 0.8473 1.5921 -1.4470
7 H 1.5945 2.1371 -2.0331
8 H -2.1388 -0.3788 1.7125
9 H -1.2150 -1.7756 1.8960
10 H -1.4653 -1.2770 0.1446
11 H 1.4469 -1.4097 0.0293

Forces on atoms 1 to 2 (eV/Å):
P -0.3242 0.4375 -0.0132
N 1.0988 -1.8319 -0.4403

* 2S+1: 1
* DFT total energy: -15456.721 eV
* energy relative to the best compared isomer or geometry (same formula, charge and spin): 347.5 kJ/mol



No. 7
Molecular formula: CFNO2
Method: DFT, the ωB97M-V functional and the def2-TZVPD basis

Atoms and positions in Å:
1 F -2.0790 -0.4591 -0.0011
2 O 1.3315 0.5015 -0.0033
3 O 1.4893 -0.9564 -0.0008
4 N -1.0709 0.4263 -0.0025
5 C 0.1150 0.2662 0.0060

Forces on atoms 1 to 2 (eV/Å):
F 0.5223 -0.3355 0.0170
O 0.3190 2.8577 0.0200

* 2S+1: 1
* DFT total energy: -9330.868 eV
* energy relative to the best compared isomer or geometry (same formula, charge and spin): 539.4 kJ/mol



No. 8
Molecular formula: C4H12N2O
Method: DFT, the ωB97M-V functional and the def2-TZVPD basis

Atoms and positions in Å:
1 O 1.6458 0.7111 0.9515
2 N -3.1937 -0.3683 1.2282
3 N 2.0708 -0.0699 -0.9558
4 C 1.6967 -0.3230 0.3338
5 C -3.4342 0.5899 -0.0339
6 C 2.6815 1.2153 -1.3247
7 C 1.2270 -1.6099 0.5688
8 H 1.4565 -2.1124 1.6367
9 H 1.4224 -2.3765 -0.2042
10 H -3.9258 -0.3105 1.8793
11 H -2.6643 0.4140 -0.8195
12 H 0.0968 -1.5073 0.3865
13 H 2.4208 1.3737 -2.4082
14 H -3.1213 1.5593 0.2590
15 H -2.2455 -0.0946 1.5631
16 H 1.9393 2.0135 -0.6862
17 H 2.8216 -0.8695 -1.1923
18 H 3.6202 1.2245 -0.8519
19 H -4.5145 0.5406 -0.3302

Forces on atoms 1 to 2 (eV/Å):
O -0.9769 0.0704 3.7417
N 2.1297 1.1672 -3.8886

* 2S+1: 1
* DFT total energy: -9367.726 eV
* structure (SMILES): CNC(C)=O.CN
* energy relative to the best compared isomer or geometry (same formula, charge and spin): 334.6 kJ/mol